Formula: C32H23BrCl3N4O2PtS
Source: the OMol25 dataset
Level of theory: ωB97M-V/def2-TZVPD

Positions of all 67 atoms, in Å:
1 Pt -0.2512 0.0294 0.7979
2 Br 5.7238 4.3025 1.7023
3 Cl -3.2803 -6.5735 -2.4446
4 Cl -1.2461 -7.7167 3.0853
5 Cl -2.5218 -4.6597 7.2797
6 S -4.9581 -4.1287 -2.5610
7 O -3.1729 -6.7176 0.8517
8 O 1.7065 -0.1222 1.0292
9 N -0.2684 -1.9885 1.1466
10 N -2.2482 0.3351 0.6186
11 N -0.2027 1.9878 0.4760
12 N -0.5937 -4.1466 1.0293
13 C 0.8465 2.7261 0.6617
14 C -1.2437 -5.3974 0.6634
15 C 2.5069 0.9035 1.1480
16 C -2.0124 -6.2758 3.6793
17 C -2.6259 -5.4999 1.3081
18 C -3.0312 4.2020 -0.6471
19 C -4.0855 3.3540 -0.4729
20 C 0.2223 -3.9260 2.1124
21 C -2.6066 -5.3609 2.8128
22 C -4.5656 -6.6655 0.5498
23 C -1.7088 3.7912 -0.3591
24 C -3.2312 -0.5138 0.8149
25 C -4.8911 1.0813 0.1783
26 C 0.4324 -2.5861 2.1722
27 C -2.5448 1.6241 0.2362
28 C -5.8160 -4.5223 -0.1935
29 C 4.7863 1.6036 1.6003
30 C -1.9870 -6.0686 5.0486
31 C -2.5596 -4.9200 5.5705
32 C -3.1769 -4.2255 3.3806
33 C -4.5814 -0.1738 0.6094
34 C -4.9115 -5.5970 -0.4489
35 C -0.8738 -2.9556 0.4835
36 C -4.3870 -5.4956 -1.7036
37 C 3.1325 3.2781 1.1772
38 C 3.8608 0.6126 1.4395
39 C -5.9424 -3.6644 -1.2421
40 C -3.1609 -3.9862 4.7449
41 C 2.1470 2.2673 1.0050
42 C 4.4206 2.9575 1.4720
43 C -1.4673 2.5313 0.1068
44 C -3.8591 2.0293 -0.0233
45 H -6.5794 -2.7994 -1.3250
46 H -3.2191 -4.6568 0.9327
47 H -1.4561 -2.8388 -0.4165
48 H -4.8091 -7.6569 0.1708
49 H -5.9185 1.3679 -0.0067
50 H -1.5222 -6.7950 5.6990
51 H -5.1450 -6.5022 1.4654
52 H -5.0965 3.6745 -0.6848
53 H 5.8136 1.3506 1.8259
54 H -3.6108 -3.0986 5.1653
55 H -1.3506 -5.4396 -0.4200
56 H -6.3671 -4.4256 0.7321
57 H 2.8430 4.3153 1.0677
58 H -3.6585 -3.5055 2.7274
59 H -0.8985 4.4892 -0.5183
60 H -0.6095 -6.2239 0.9754
61 H 1.0422 -2.0103 2.8435
62 H 4.1390 -0.4280 1.5307
63 H 0.5825 -4.7336 2.7243
64 H -5.3414 -0.9208 0.7868
65 H -3.1992 5.2070 -1.0074
66 H -2.9526 -1.5040 1.1486
67 H 0.7336 3.8003 0.5400

Forces on the atoms, in the same order (eV/Å):
Pt -0.025 0.043 0.083
Br -0.005 -0.005 0.000
Cl 0.022 -0.009 0.013
Cl -0.019 0.002 0.015
Cl 0.000 -0.002 -0.033
S -0.031 0.026 -0.072
O 0.018 0.128 -0.107
O 0.063 0.068 0.053
N 0.038 0.121 0.156
N 0.051 0.108 -0.059
N -0.289 -0.022 -0.044
N -0.114 0.050 0.082
C 0.092 -0.027 -0.050
C 0.190 -0.050 -0.033
C 0.006 -0.236 -0.033
C 0.054 -0.053 0.018
C -0.092 -0.118 -0.008
C 0.123 -0.051 0.031
C -0.007 -0.085 0.030
C 0.026 -0.051 -0.043
C -0.037 0.052 0.035
C -0.006 0.001 0.134
C -0.121 0.187 -0.032
C -0.091 -0.014 -0.014
C 0.007 0.096 -0.031
C -0.029 0.035 -0.058
C 0.089 -0.161 0.025
C -0.002 -0.024 -0.037
C 0.057 0.025 -0.001
C -0.012 0.021 0.007
C 0.002 -0.012 0.049
C -0.026 0.019 0.033
C 0.142 -0.060 0.030
C -0.061 0.028 0.032
C 0.074 0.005 -0.191
C 0.045 -0.039 0.008
C 0.022 -0.055 0.003
C -0.007 0.042 -0.010
C 0.030 -0.004 0.057
C 0.011 -0.031 -0.050
C -0.134 0.193 -0.050
C -0.038 -0.045 -0.003
C 0.248 -0.235 0.073
C -0.157 0.068 -0.030
H -0.015 0.019 0.012
H 0.029 -0.003 -0.063
H -0.062 0.026 0.039
H 0.022 0.002 -0.019
H -0.004 0.015 -0.003
H 0.006 -0.008 0.009
H -0.001 -0.008 -0.012
H -0.012 -0.003 0.003
H 0.003 0.008 0.004
H -0.007 0.011 0.006
H -0.024 -0.005 0.011
H -0.002 0.011 0.011
H -0.007 0.008 -0.003
H -0.008 0.001 -0.013
H -0.026 0.016 -0.002
H -0.012 0.022 -0.017
H -0.013 0.007 0.021
H -0.003 -0.010 0.008
H -0.008 -0.017 0.024
H -0.003 -0.005 -0.003
H 0.012 0.010 -0.006
H 0.006 -0.008 -0.016
H 0.024 -0.016 0.032

largest force on an atom: 0.35 eV/A
charge: +1
lowest unoccupied orbital energy: -3.70 eV


Formula: C22H27N2O3ReS2
Source: the OMol25 dataset
Level of theory: ωB97M-V/def2-TZVPD

Positions of all 57 atoms, in Å:
1 Re 0.4289 -0.5235 0.4279
2 S -2.4851 0.9586 -2.9591
3 S -0.0129 -0.4671 -3.5234
4 O -1.5709 1.9080 3.6470
5 O -0.6130 0.8059 1.3696
6 O 1.3957 -0.2989 2.2098
7 N -1.7234 1.1611 -0.5497
8 N -0.8228 0.2662 -1.0284
9 C 0.4281 -3.0109 -1.4791
10 C 2.6898 1.7051 2.0828
11 C -1.1970 -0.4104 -4.9147
12 C 2.1603 -2.8659 1.8606
13 C -3.3387 3.4069 3.4172
14 C -4.3500 3.8493 1.2580
15 C -3.4820 2.9997 0.6600
16 C -2.4861 2.3090 1.4148
17 C -1.0750 0.2152 -2.3902
18 C 2.4016 -1.6312 -1.7226
19 C 2.3542 0.3710 4.2423
20 C 2.4556 -1.4656 -0.3007
21 C 0.4704 -2.7954 -0.0502
22 C -2.4339 2.5201 2.8255
23 C -4.2799 4.0544 2.6438
24 C 3.3739 -0.9357 -2.5894
25 C 2.0901 0.5636 2.8016
26 C -0.6600 -3.8331 -2.0487
27 C -1.6120 1.4283 0.7367
28 C 1.6875 -2.3388 0.5393
29 C -2.0489 0.8237 -4.7211
30 C 1.4526 -2.5116 -2.2640
31 H 2.3180 1.8061 1.0628
32 H 1.5357 -0.1586 4.7248
33 H 3.0127 -2.3103 2.2435
34 H -0.6175 -0.3792 -5.8371
35 H 1.4783 -2.7345 -3.3205
36 H -2.9813 0.7589 -5.2821
37 H -1.7827 -1.3308 -4.8801
38 H 2.5769 1.3092 4.7435
39 H 3.3258 -0.9685 0.1151
40 H -0.9127 -3.5240 -3.0623
41 H -3.5247 2.8483 -0.4094
42 H -3.2752 3.5500 4.4860
43 H 2.9134 -0.5895 -3.5141
44 H 3.2494 -0.2575 4.3247
45 H -0.2331 -3.3500 0.5616
46 H 3.8659 -0.1085 -2.0827
47 H -0.3068 -4.8693 -2.1133
48 H -1.0065 1.3049 3.1633
49 H 1.3699 -2.9001 2.6085
50 H -5.0931 4.3778 0.6804
51 H -4.9838 4.7349 3.1036
52 H 2.5405 2.6245 2.6484
53 H -1.5482 -3.8297 -1.4208
54 H -1.5275 1.7416 -5.0013
55 H 4.1445 -1.6607 -2.8796
56 H 3.7742 1.5483 2.0629
57 H 2.4911 -3.8912 1.6788

Forces on the atoms, in the same order (eV/Å):
Re -0.374 -0.300 -0.404
S 0.102 -0.102 -0.168
S -0.397 0.463 -0.051
O -0.267 0.338 0.076
O 0.132 0.104 0.046
O 0.065 0.175 -0.233
N -0.093 0.135 0.151
N 0.470 -0.102 1.549
C 0.182 0.023 0.138
C -0.045 -0.013 -0.155
C -0.092 0.058 0.045
C -0.002 -0.001 0.025
C 0.038 -0.083 -0.144
C -0.173 0.122 -0.180
C 0.184 -0.190 -0.200
C -0.062 -0.025 -0.017
C 0.182 -0.013 -1.061
C -0.219 -0.122 0.194
C -0.051 -0.064 -0.020
C -0.203 -0.240 0.116
C 0.081 0.333 0.226
C -0.119 0.171 0.116
C 0.237 -0.112 0.425
C 0.111 0.052 -0.021
C 0.077 0.008 0.139
C -0.137 0.022 -0.081
C -0.170 -0.164 -0.302
C 0.077 0.085 -0.422
C -0.006 -0.064 -0.011
C 0.064 0.066 0.264
H 0.035 -0.002 0.063
H -0.004 -0.024 0.035
H -0.021 0.031 0.013
H -0.002 0.008 0.024
H 0.071 -0.120 -0.021
H 0.016 -0.004 -0.016
H 0.048 0.021 -0.003
H -0.014 0.034 0.001
H 0.022 -0.052 -0.049
H 0.000 -0.033 -0.029
H 0.039 -0.036 0.023
H -0.045 0.034 0.035
H 0.035 0.000 -0.037
H 0.040 -0.024 0.014
H 0.066 -0.102 -0.020
H 0.010 -0.003 -0.026
H -0.008 -0.018 0.018
H 0.149 -0.253 -0.231
H -0.005 -0.021 0.017
H -0.014 -0.006 -0.056
H 0.036 0.000 0.111
H -0.038 0.045 0.014
H -0.038 -0.023 -0.003
H -0.037 -0.021 0.053
H 0.017 0.004 -0.003
H 0.047 0.011 0.013
H 0.004 -0.006 0.020

multiplicity: 2
largest force on an atom: 1.62 eV/A
charge: +3
lowest unoccupied orbital energy (spin up / spin down): -12.05 / -12.09 eV


Formula: C4H12
Source: the OMol25 dataset
Level of theory: ωB97M-V/def2-TZVPD

Positions of all 16 atoms, in Å:
1 C 1.2762 -1.3092 -0.6265
2 C -0.0200 -1.7454 -1.2503
3 C -1.0401 1.8718 0.4404
4 C -0.3547 1.1424 1.5274
5 H -1.8482 1.3126 -0.0300
6 H 1.4874 -0.1913 -0.9556
7 H 2.1381 -1.8625 -1.0803
8 H 0.4868 1.5567 2.0577
9 H -0.4416 2.1082 -0.3231
10 H 1.4325 -1.2019 0.4883
11 H -0.5271 -2.6601 -0.7266
12 H -1.3872 2.7821 0.7516
13 H 0.3664 -1.9673 -2.2735
14 H -0.7431 -0.9518 -1.4405
15 H 0.1043 0.2283 1.0050
16 H -0.9298 0.8875 2.4359

Forces on the atoms, in the same order (eV/Å):
C -0.317 -1.712 1.677
C 3.168 -0.633 -0.569
C -1.766 -1.651 1.336
C 1.115 -2.550 0.607
H -0.283 -0.129 0.410
H -0.056 -0.321 -0.410
H -0.003 0.937 -0.169
H 0.618 1.072 -0.582
H 2.855 0.817 -3.027
H -0.617 -0.150 -1.063
H 0.251 1.605 0.015
H -1.328 2.345 0.927
H -0.958 -0.054 0.275
H -1.311 0.252 0.132
H -0.891 0.644 1.408
H -0.477 -0.472 -0.968

multiplicity: 2
largest force on an atom: 4.24 eV/A
charge: +1
lowest unoccupied orbital energy (spin up / spin down): -3.49 / -11.95 eV


Formula: C5H6BrNS
Source: the OMol25 dataset
Level of theory: ωB97M-V/def2-TZVPD

Positions of all 14 atoms, in Å:
1 Br -0.8824 1.9020 -0.0468
2 S 1.1803 -2.4324 0.2925
3 N 1.9129 -0.0955 0.7664
4 C -0.8005 0.3714 -2.5983
5 C -1.2119 0.4920 -1.3148
6 C 2.5552 -1.8275 -0.5950
7 C 0.9319 -0.9612 1.1046
8 C 2.6638 -0.5467 -0.2484
9 H 1.9530 0.8147 1.2894
10 H -1.0582 -0.5624 -3.0916
11 H 3.0145 -2.5677 -1.3282
12 H 3.4207 0.0287 -0.6299
13 H -0.2877 1.1690 -3.0845
14 H -1.8094 -0.2622 -0.9011

Forces on the atoms, in the same order (eV/Å):
Br -0.141 -0.363 -0.933
S 0.084 0.842 0.181
N -2.313 -0.283 1.159
C -0.822 0.300 2.470
C 1.010 0.546 -1.758
C -1.004 -2.404 -0.929
C -0.792 -0.096 1.639
C 2.439 -0.418 -0.796
H 0.135 -1.295 -1.410
H 0.061 0.330 -0.151
H -0.233 1.918 0.976
H 1.674 1.643 -0.852
H 0.474 0.181 -0.437
H -0.571 -0.900 0.841

largest force on an atom: 2.77 eV/A
lowest unoccupied orbital energy: 0.63 eV